(1)
148
Properties=species:S:1:pos:R:3 method="wB97M-V/def2-TZVPD" total_charge=-1 e_homo_ha=-0.1921 gap_ev=4.78 lumo_ha=-0.0164
C -4.2389 -3.4050 9.7403
C -5.3587 -3.1029 8.7433
O -4.8891 -2.1491 7.7917
B -5.7022 -1.9542 6.6730
O -6.9904 -1.5147 6.8873
P -4.9899 -2.2869 4.8697
C -3.4634 -1.1930 5.0945
O -3.7092 0.2183 5.0634
C -3.1348 0.8948 6.1427
O -4.1548 -3.7014 5.4942
C -2.8355 -4.0672 5.2085
C -1.8636 -3.8480 6.3845
N -0.7434 -2.9486 6.0577
C 0.3940 -3.6104 5.4078
C 0.7470 -2.9331 4.0829
C -0.0665 -3.4575 2.8945
O 2.1520 -3.1340 3.8970
O -5.8633 -0.9410 4.2681
C -6.9460 -0.9942 3.4023
C -7.1346 0.3692 2.7142
C -5.7688 0.9466 2.3369
C -8.0435 1.3344 3.5061
C -7.8017 1.2512 5.0193
C -7.8541 2.7897 3.0552
O -4.5608 -2.7620 3.2766
C -4.9971 -4.0259 2.8538
C -5.1687 -3.9946 1.3366
N -3.9139 -3.7217 0.6556
C -6.2147 -4.3997 3.7627
I -5.8041 -6.3872 4.6917
S -7.8367 -4.8248 2.9151
O -7.6989 -5.9453 2.0389
O -8.8863 -4.7611 3.8744
F -8.0789 -3.5947 1.9548
O -6.4216 -3.4664 4.6459
H -4.5508 -3.2189 10.7677
H -3.8777 -4.4282 9.6460
H -3.4004 -2.7425 9.5210
H -5.6603 -4.0086 8.2115
H -6.2329 -2.7004 9.2637
H -7.0192 -0.9721 7.6821
H -2.7210 -1.4113 4.3239
H -3.0475 -1.4355 6.0743
H -3.4308 0.4606 7.1070
H -2.0352 0.8952 6.1016
H -3.4825 1.9292 6.1114
H -2.8478 -5.1434 4.9789
H -2.4375 -3.5706 4.3190
H -2.4194 -3.4268 7.2227
H -1.4673 -4.8245 6.7002
H -0.4166 -2.5690 6.9349
H 0.1646 -4.6655 5.2286
H 1.2867 -3.5587 6.0369
H 0.5247 -1.8686 4.2080
H -0.8878 -2.7815 2.6552
H 0.5672 -3.5163 2.0049
H -0.4683 -4.4535 3.0844
H 2.3809 -2.8272 3.0154
H -6.7844 -1.7254 2.6160
H -7.8602 -1.2641 3.9490
H -7.6592 0.1421 1.7762
H -5.1229 0.1275 2.0107
H -5.2680 1.4190 3.1819
H -5.8459 1.6467 1.5017
H -9.0893 1.0965 3.2838
H -8.1794 2.1503 5.5150
H -8.3249 0.4024 5.4624
H -6.7428 1.1024 5.2330
H -8.6640 3.4101 3.4491
H -6.9203 3.1983 3.4486
H -7.8577 2.8894 1.9675
H -4.1746 -4.7228 3.0486
H -5.8817 -3.2178 1.0610
H -5.5632 -4.9518 0.9915
H -3.2501 -4.4720 0.7838
H -3.5157 -2.8576 0.9962
C 7.7858 -5.3771 2.2588
C 9.0798 -4.9521 1.9769
C 9.2894 -3.8522 1.1631
C 8.2042 -3.1752 0.6203
C 6.9064 -3.6118 0.8909
C 6.7009 -4.7097 1.7172
C 5.7213 -2.9261 0.2982
O 4.5970 -3.3080 0.5375
C 5.9721 -1.7646 -0.6028
C 4.8899 -1.1310 -1.2010
C 5.0998 -0.0450 -2.0334
C 6.3902 0.4174 -2.2690
C 7.4717 -0.2129 -1.6776
C 7.2688 -1.3078 -0.8469
C 8.4526 -1.9818 -0.2393
O 9.5778 -1.5753 -0.4380
H 7.6245 -6.2318 2.9022
H 9.9259 -5.4803 2.3965
H 10.2886 -3.5050 0.9399
H 5.6886 -5.0271 1.9262
H 3.8923 -1.4992 -1.0054
H 4.2560 0.4455 -2.5009
H 6.5496 1.2674 -2.9205
H 8.4814 0.1318 -1.8524
C 4.3847 1.1324 -9.8697
C 4.0702 0.8107 -8.5540
C 4.7546 1.4092 -7.5105
C 5.7613 2.3285 -7.7791
C 6.0861 2.6416 -9.1008
C 5.3901 2.0441 -10.1436
C 7.1795 3.6043 -9.4191
O 7.4593 3.8834 -10.5645
C 7.9201 4.2138 -8.2751
C 8.9683 5.0856 -8.5398
C 9.6577 5.6747 -7.4935
C 9.2999 5.4017 -6.1778
C 8.2583 4.5309 -5.9076
C 7.5695 3.9293 -6.9540
C 6.4663 2.9779 -6.6412
O 6.1480 2.7467 -5.4922
H 3.8433 0.6681 -10.6832
H 3.2881 0.0934 -8.3437
H 4.5167 1.1737 -6.4826
H 5.6467 2.3028 -11.1614
H 9.2309 5.2926 -9.5679
H 10.4758 6.3514 -7.7017
H 9.8369 5.8680 -5.3627
H 7.9699 4.3058 -4.8901
C -3.0879 7.0884 -7.7473
C -3.6006 6.0416 -6.9887
C -2.7457 5.1940 -6.3056
C -1.3719 5.3861 -6.3840
C -0.8562 6.4282 -7.1564
C -1.7199 7.2816 -7.8320
C 0.6150 6.6396 -7.2844
O 1.0626 7.5497 -7.9492
C 1.5152 5.6891 -6.5704
C 2.8910 5.8327 -6.7063
C 3.7443 4.9670 -6.0445
C 3.2320 3.9570 -5.2365
C 1.8623 3.8098 -5.0995
C 0.9997 4.6685 -5.7701
C -0.4717 4.4690 -5.6257
O -0.9195 3.5912 -4.9220
H -3.7592 7.7533 -8.2747
H -4.6701 5.8890 -6.9292
H -3.1279 4.3796 -5.7060
H -1.3053 8.0889 -8.4197
H 3.2759 6.6242 -7.3346
H 4.8147 5.0814 -6.1550
H 3.9065 3.2869 -4.7214
H 1.4443 3.0299 -4.4778

***

(2)
156
Properties=species:S:1:pos:R:3 method="wB97M-V/def2-TZVPD" total_charge=0 e_homo_ha=-0.3229 gap_ev=6.31 lumo_ha=-0.0910
C 0.1455 3.9288 -5.0274
C 0.2869 3.3934 -3.6217
O -0.5042 2.5357 -3.1709
N 1.3080 3.9268 -2.9257
C 2.1051 5.0265 -3.3090
H 1.0039 4.5319 -5.2681
H -0.7345 4.5510 -5.2516
H -0.0348 3.1388 -5.7625
H 1.4612 3.5863 -1.9952
H 2.9128 5.1629 -2.5651
H 1.5478 5.9340 -3.5091
H 2.7000 4.7735 -4.1901
C 1.9357 -5.1397 1.6537
C 2.6164 -3.7914 1.5201
O 3.8444 -3.6966 1.4708
N 1.7669 -2.7243 1.4970
C 2.3358 -1.3807 1.4786
H 1.2330 -5.3108 0.7572
H 1.3698 -4.9600 2.5297
H 2.6137 -5.9437 1.9504
H 0.7964 -2.8633 1.7643
H 3.3719 -1.4804 1.3566
H 2.2317 -0.7772 2.4127
H 1.8628 -0.7863 0.6489
C -0.1937 3.7065 4.1283
C 0.1718 2.7765 5.2857
O 0.4886 1.5947 5.0927
N 0.2871 3.2908 6.5615
C 0.8110 2.6083 7.6877
H -0.9532 4.4405 4.4332
H -0.3697 3.0163 3.2609
H 0.6674 4.3769 3.9361
H 0.4749 4.2684 6.5863
H 0.2934 1.7555 8.0343
H 0.7339 3.3485 8.5383
H 1.8660 2.4257 7.4831
C -1.3369 -0.5352 -2.1673
C -0.8087 -0.1943 -0.8003
O -0.9323 -0.9583 0.1675
N -0.1497 0.9884 -0.6723
C 0.1525 1.5909 0.5864
H -2.4434 -0.3099 -2.1974
H -1.2058 -1.5763 -2.3732
H -0.7616 0.0519 -2.9179
H -0.3187 1.5445 -1.5266
H -0.7048 1.8709 1.1798
H 0.7770 2.4831 0.4976
H 0.8236 0.9927 1.3090
C -2.2430 -1.0922 3.1556
C -0.9309 -1.6662 3.6103
O -0.6125 -2.8017 3.2688
N -0.0590 -0.9351 4.2970
C 1.1046 -1.4181 5.0084
H -2.9859 -1.5909 3.7782
H -2.4306 -1.4163 2.1411
H -2.1866 -0.0408 3.2180
H -0.3085 0.0173 4.4970
H 2.0349 -1.2107 4.4560
H 1.0523 -2.4767 5.1422
H 1.1856 -0.9335 6.0038
C -4.2582 -4.0143 4.8569
C -3.7600 -5.3469 4.3680
O -4.1546 -6.4686 4.6046
N -2.7495 -5.1792 3.4716
C -2.1817 -6.4126 2.9039
H -5.3148 -4.1516 4.8550
H -3.9764 -3.2710 4.0969
H -3.9735 -3.7243 5.8616
H -2.2140 -4.2954 3.3993
H -1.8533 -6.1946 1.9333
H -2.9062 -7.1668 2.8500
H -1.3013 -6.8107 3.4975
C -2.8398 -3.8302 -0.7411
C -2.3087 -4.5761 -1.7040
C -3.1743 -5.5158 -2.4773
O -2.8890 -5.9168 -3.5762
C -4.5708 -5.6870 -1.9533
C -5.0725 -5.0049 -0.8668
C -4.2253 -3.9654 -0.2386
O -4.5628 -3.3644 0.7405
H -2.3089 -3.1635 -0.0576
H -1.3071 -4.5227 -2.0587
H -5.1642 -6.2993 -2.5634
H -6.1079 -5.2434 -0.5612
C 3.3070 2.2371 2.8812
C 3.9919 1.6375 1.9206
C 4.9033 2.3964 1.0830
O 5.3931 1.8133 0.1380
C 5.1271 3.8177 1.3434
C 4.3986 4.4125 2.2903
C 3.3997 3.6315 3.0642
O 2.8436 4.2165 3.9998
H 2.6869 1.7258 3.5963
H 4.0786 0.5932 1.9663
H 5.9902 4.2435 0.8427
H 4.5546 5.3905 2.5879
C 2.7857 -4.9402 -4.4836
C 4.0347 -4.4836 -4.3811
C 4.6062 -3.9016 -3.1562
O 5.8038 -3.8041 -2.9865
C 3.6413 -3.6547 -2.0355
C 2.3675 -3.9960 -2.2330
C 1.7920 -4.6631 -3.4166
O 0.6221 -4.8554 -3.5447
H 2.5867 -5.5849 -5.3500
H 4.8186 -4.7880 -5.1117
H 3.9209 -3.0527 -1.1665
H 1.6813 -3.7798 -1.4126
C -0.2027 6.4156 1.1767
C 0.5265 5.4338 0.5879
C 1.9943 5.6564 0.2869
O 2.6819 4.8365 -0.2770
C 2.5467 6.9253 0.8410
C 1.7983 7.7315 1.5328
C 0.4204 7.5735 1.7873
O -0.1899 8.4899 2.3537
H -1.2992 6.2856 1.3452
H -0.0122 4.5701 0.1669
H 3.6144 6.9906 0.5753
H 2.2063 8.6408 1.9508
C -2.6441 -2.9046 -5.3549
C -1.7142 -2.1438 -5.9370
C -1.9721 -0.6516 -6.0773
O -1.2279 0.1603 -6.5624
C -3.2934 -0.1419 -5.6684
C -4.2056 -0.9106 -5.0546
C -3.9596 -2.3570 -4.8477
O -4.7715 -3.0547 -4.2299
H -2.5824 -3.9658 -5.1308
H -0.6864 -2.3931 -6.1898
H -3.5218 0.9000 -5.7817
H -5.0946 -0.4121 -4.7200
C 2.5407 -0.2670 -2.6380
C 3.4254 0.7449 -2.6540
C 3.6559 1.6460 -3.8188
O 4.2488 2.6892 -3.8001
C 3.0472 1.1476 -5.1092
C 2.2165 0.0901 -5.0868
C 1.9914 -0.7661 -3.8833
O 1.2412 -1.7055 -4.0247
H 2.4564 -0.7523 -1.7037
H 3.9396 1.0978 -1.7729
H 3.2176 1.7153 -6.0042
H 1.6579 -0.3025 -5.9542
C -4.1356 2.4031 1.3719
C -4.6551 1.4249 0.6401
C -4.4994 1.3253 -0.7966
O -5.0539 0.4955 -1.4626
C -3.7540 2.4210 -1.4223
C -3.1878 3.3775 -0.7123
C -3.3649 3.4846 0.7704
O -2.9624 4.4570 1.3692
H -4.2391 2.3599 2.4457
H -5.1001 0.6175 1.0818
H -3.7186 2.3553 -2.5051
H -2.7040 4.1530 -1.3139

***

(3)
155
Properties=species:S:1:pos:R:3 method="wB97M-V/def2-TZVPD" total_charge=+2 e_homo_ha=-0.4871 gap_ev=7.42 lumo_ha=-0.2143
Ta 1.1027 -1.3608 -0.5666
C 0.1251 -2.7531 -3.6190
O 0.1907 -1.7144 -2.5927
C -0.7696 -0.6833 -2.8608
C -0.3388 0.5574 -3.3273
C 1.1192 0.9595 -3.3817
C 1.3849 2.0198 -2.3623
C 1.2248 3.3664 -2.6795
C 1.3082 4.3577 -1.7174
C 1.5610 3.9391 -0.4119
C 1.7893 2.6149 -0.0593
C 2.1654 2.3434 1.3655
C 1.1158 1.8032 2.3145
C 1.3096 2.1138 3.6627
C 0.5924 1.5156 4.6833
C -0.2856 0.4985 4.3155
C -0.5120 0.1537 2.9940
C -1.2073 -1.1547 2.7269
C -2.2157 -1.2486 1.6300
C -3.5453 -0.9905 1.9378
C -4.5883 -1.1737 1.0326
C -4.2432 -1.6151 -0.2352
C -2.9219 -1.8623 -0.5940
C -2.5749 -2.2447 -1.9965
C -2.1138 -0.9832 -2.6844
C -3.0504 -0.0310 -3.0651
C -2.6784 1.1972 -3.5999
C -1.3166 1.4765 -3.6771
C -3.6903 2.2290 -4.0919
C -5.1262 1.7145 -3.9930
C -3.5579 3.5011 -3.2418
C -3.3874 2.5573 -5.5616
C -1.9278 -1.6793 0.3449
O -0.5835 -1.9137 -0.0629
C -6.0330 -0.9390 1.4686
C -7.0219 -1.2182 0.3379
C -6.1918 0.5196 1.9173
C -6.3545 -1.8785 2.6406
C 0.1301 0.8797 1.9911
O -0.1599 0.5765 0.6414
C -1.2226 1.4008 0.1043
C 0.8149 1.8437 6.1569
C -0.5345 2.1184 6.8342
C 1.4886 0.6382 6.8290
C 1.7097 3.0699 6.3426
C 1.7225 1.6666 -1.0691
O 1.9198 0.2810 -0.7851
C 1.1340 5.8406 -2.0310
C 2.3281 6.6298 -1.4747
C 1.0438 6.0978 -3.5343
C -0.1593 6.3312 -1.3631
H 0.3312 -2.3046 -4.5854
H -0.8737 -3.1768 -3.6245
H 0.8528 -3.5144 -3.3770
H 1.3795 1.3117 -4.3813
H 1.7434 0.1186 -3.1561
H 1.0296 3.6225 -3.7130
H 1.6062 4.6759 0.3821
H 2.5302 3.2823 1.7775
H 3.0162 1.6540 1.4093
H 2.0700 2.8469 3.9002
H -0.7863 -0.0803 5.0840
H -1.7033 -1.4695 3.6449
H -0.4160 -1.8793 2.5513
H -3.7649 -0.6543 2.9453
H -5.0076 -1.7753 -0.9847
H -3.4473 -2.6597 -2.5003
H -1.8027 -3.0033 -1.9839
H -4.0978 -0.2700 -2.9322
H -0.9949 2.4485 -4.0311
H -5.4227 1.5288 -2.9571
H -5.2701 0.7967 -4.5680
H -5.8069 2.4647 -4.3968
H -3.8275 3.3056 -2.2008
H -4.2253 4.2759 -3.6233
H -2.5402 3.8981 -3.2608
H -3.3912 1.6540 -6.1750
H -2.4171 3.0433 -5.6790
H -4.1469 3.2355 -5.9531
H -6.8886 -0.5287 -0.5000
H -8.0386 -1.0893 0.7098
H -6.9400 -2.2418 -0.0336
H -5.9587 1.2071 1.1007
H -5.5414 0.7594 2.7604
H -7.2213 0.7033 2.2297
H -6.1928 -2.9215 2.3609
H -7.4004 -1.7648 2.9312
H -5.7395 -1.6621 3.5159
H -2.1343 1.2392 0.6780
H -1.3735 1.0983 -0.9310
H -0.9161 2.4457 0.1464
H -1.2003 1.2550 6.7902
H -1.0434 2.9636 6.3659
H -0.3771 2.3594 7.8865
H 0.8677 -0.2583 6.7660
H 1.6622 0.8482 7.8862
H 2.4545 0.4225 6.3652
H 1.3134 3.9434 5.8197
H 2.7301 2.8890 5.9969
H 1.7666 3.3177 7.4029
H 3.2702 6.2575 -1.8822
H 2.3840 6.5778 -0.3865
H 2.2327 7.6821 -1.7471
H 1.9259 5.7303 -4.0636
H 0.9765 7.1713 -3.7124
H 0.1544 5.6403 -3.9758
H -0.1261 6.1994 -0.2797
H -1.0279 5.7899 -1.7466
H -0.3059 7.3938 -1.5656
C 0.0227 -4.7980 -0.6309
Si 1.8583 -4.5858 -0.3820
C 2.6438 -4.9538 -2.0361
C 2.4639 -5.9206 0.7534
C 2.3458 -2.8303 0.3644
Si 2.2459 -2.8680 2.3047
C 0.7395 -3.7895 2.9270
C 3.7089 -3.7333 3.0683
C 2.3453 -1.1225 2.9402
Si 4.1513 -2.4429 -0.0474
C 5.3472 -3.8636 0.0794
C 4.8644 -0.9607 0.8148
C 4.1280 -2.0171 -1.8515
C 5.3068 -1.9818 -2.5938
C 5.2688 -1.7395 -3.9502
C 4.0273 -1.5667 -4.5385
C 2.9023 -1.6052 -3.7453
N 2.9238 -1.8019 -2.4120
H -0.1510 -5.8666 -0.7922
H -0.3380 -4.2798 -1.5195
H -0.5931 -4.4832 0.2101
H 2.1474 -5.8452 -2.4337
H 3.7051 -5.1922 -1.9488
H 2.5615 -4.1640 -2.7724
H 2.2746 -6.8812 0.2644
H 1.9547 -5.9382 1.7155
H 3.5369 -5.8505 0.9317
H 1.0248 -4.8106 3.1865
H -0.1016 -3.8562 2.2364
H 0.3814 -3.3198 3.8472
H 3.8382 -4.7607 2.7345
H 3.5247 -3.7630 4.1481
H 4.6504 -3.2013 2.9185
H 2.1140 -0.3520 2.2050
H 3.3551 -0.9213 3.3022
H 1.6630 -0.9729 3.7795
H 5.3661 -4.3226 1.0663
H 6.3572 -3.4934 -0.1190
H 5.1354 -4.6449 -0.6506
H 5.1007 -1.1485 1.8628
H 4.2040 -0.0931 0.7665
H 5.7982 -0.6962 0.3106
H 6.2536 -2.1533 -2.0967
H 6.1765 -1.6985 -4.5384
H 3.9220 -1.4053 -5.6026
H 1.9470 -1.4759 -4.2084